85
Properties=species:S:1:pos:R:3:lowdin_charge:R:1 method="wB97M-V/def2-TZVPD" de_lowest_ev=0.0000 orbital_gap_ev=7.12 e_tot_ha=-7428.62213 charge=-1
Mg -0.58 -2.80 0.46 0.421
N -4.50 -2.73 -1.83 0.043
C -3.38 -2.91 -1.07 -0.862
S -2.39 -1.52 -0.81 0.611
N -3.24 -4.14 -0.61 -0.012
N -2.14 -4.30 0.15 -0.055
C -1.93 -5.45 0.67 -0.075
C -0.73 -5.65 1.48 -0.243
C -0.50 -6.84 2.16 -0.016
C 0.64 -6.97 2.93 -0.067
C 1.52 -5.91 3.00 -0.057
C 1.22 -4.76 2.30 -0.098
N 0.13 -4.63 1.55 0.088
H -4.52 -1.92 -2.41 0.063
H -4.94 -3.57 -2.16 0.082
H -2.64 -6.26 0.53 0.122
H -1.23 -7.64 2.08 0.110
H 0.83 -7.89 3.47 0.103
H 2.42 -5.97 3.60 0.099
H 1.88 -3.90 2.33 0.115
Cl 1.83 -4.41 -3.72 0.661
C 2.41 -3.29 -2.51 -0.588
C 3.68 -2.73 -2.68 -0.145
C 4.20 -1.85 -1.77 -0.626
Cl 5.79 -1.17 -2.03 0.636
C 3.45 -1.49 -0.63 -0.192
C 3.89 -0.61 0.39 -0.029
C 3.06 -0.33 1.44 -0.051
C 1.79 -0.91 1.49 -0.139
N 1.36 -1.75 0.57 0.085
C 2.17 -2.06 -0.47 -0.147
C 1.59 -3.00 -1.42 -0.408
O 0.44 -3.48 -1.20 -0.112
H 4.26 -3.00 -3.56 0.099
H 4.87 -0.16 0.31 0.089
H 3.37 0.34 2.23 0.106
H 1.09 -0.70 2.30 0.052
C 1.03 5.39 -0.27 -0.095
C 0.83 4.04 0.43 -0.623
C 2.18 3.32 0.50 -0.104
C 0.42 4.32 1.88 -0.122
Si -0.48 2.94 -0.48 0.455
Br -1.02 1.34 0.99 0.565
C -2.11 3.90 -0.82 -0.627
C -2.50 4.75 0.41 -0.113
C -1.98 4.84 -2.02 -0.093
C -3.29 2.94 -1.06 -0.113
C 0.22 2.06 -2.04 -0.607
C 1.02 3.03 -2.93 -0.092
C -0.91 1.46 -2.90 -0.104
C 1.12 0.87 -1.67 -0.106
H 1.84 5.94 0.23 0.084
H 0.14 6.01 -0.23 0.061
H 1.31 5.28 -1.32 0.066
H 2.87 3.91 1.11 0.086
H 2.64 3.18 -0.48 0.065
H 2.08 2.34 0.97 0.057
H 1.20 4.93 2.35 0.083
H 0.33 3.39 2.46 0.049
H -0.52 4.86 1.97 0.054
H -1.79 5.57 0.58 0.059
H -2.56 4.15 1.31 0.075
H -3.48 5.20 0.23 0.084
H -1.16 5.56 -1.91 0.062
H -2.91 5.42 -2.13 0.084
H -1.82 4.30 -2.96 0.062
H -3.46 2.29 -0.21 0.054
H -3.15 2.31 -1.94 0.058
H -4.19 3.54 -1.23 0.083
H 0.43 3.90 -3.23 0.066
H 1.32 2.50 -3.85 0.086
H 1.93 3.38 -2.45 0.061
H -1.54 2.22 -3.35 0.062
H -1.54 0.77 -2.33 0.029
H -0.46 0.88 -3.71 0.091
H 1.95 1.13 -1.02 0.059
H 1.53 0.43 -2.58 0.098
H 0.54 0.09 -1.16 0.046
Cl -0.12 -0.53 4.74 0.570
C -1.67 -1.39 4.47 -1.481
Cl -2.90 -0.22 3.97 0.576
Cl -2.16 -2.14 6.00 0.575
C -1.51 -2.46 3.31 -0.798
O -1.92 -3.58 3.52 0.017
O -0.96 -1.96 2.29 -0.167



88
Properties=species:S:1:pos:R:3:lowdin_charge:R:1 method="wB97M-V/def2-TZVPD" de_lowest_ev=1.4227 orbital_gap_ev=3.17 e_tot_ha=-5886.20955 charge=+2
Pb -1.88 -0.27 0.13 1.424
O -5.44 0.94 3.15 0.167
C -4.36 0.69 2.43 -0.465
O -4.32 -0.07 1.49 0.001
C -3.16 1.45 2.90 -0.173
C -3.15 2.31 3.98 0.047
C -1.95 2.94 4.31 0.011
C -0.82 2.67 3.56 0.051
C -0.92 1.78 2.50 -0.171
N -2.06 1.19 2.18 0.051
C 0.30 1.41 1.66 -0.637
O 1.34 2.00 1.84 0.098
O 0.11 0.47 0.79 -0.343
H -6.18 0.41 2.80 0.158
H -4.06 2.49 4.54 0.132
H -1.91 3.62 5.15 0.127
H 0.14 3.13 3.77 0.134
C 3.77 -4.00 1.10 -0.131
Si 2.70 -2.64 0.38 0.514
C 2.60 -2.79 -1.48 -0.152
C 3.33 -0.95 0.85 -0.137
C 0.95 -2.88 1.07 0.016
C -0.03 -3.47 0.15 -0.362
C 0.07 -4.84 -0.15 -0.008
C -0.85 -5.41 -1.01 -0.003
C -1.83 -4.61 -1.58 -0.007
C -1.85 -3.28 -1.24 -0.127
N -0.99 -2.71 -0.39 -0.021
Si 0.46 -2.77 2.89 0.518
C 1.51 -1.55 3.82 -0.140
C 0.74 -4.50 3.55 -0.120
C -1.36 -2.34 3.01 -0.147
H 4.75 -3.99 0.63 0.061
H 3.33 -4.98 0.93 0.040
H 3.91 -3.86 2.17 0.042
H 3.58 -2.63 -1.93 0.052
H 1.91 -2.05 -1.90 0.024
H 2.25 -3.78 -1.79 0.040
H 4.22 -0.71 0.26 0.056
H 3.62 -0.90 1.90 0.040
H 2.58 -0.18 0.68 0.012
H 0.85 -5.43 0.31 0.125
H -0.80 -6.47 -1.23 0.132
H -2.56 -5.02 -2.27 0.126
H -2.60 -2.62 -1.67 0.107
H 2.49 -1.98 4.04 0.048
H 1.05 -1.32 4.78 0.057
H 1.67 -0.62 3.29 0.024
H 1.79 -4.77 3.51 0.041
H 0.17 -5.25 3.01 0.046
H 0.43 -4.53 4.60 0.065
H -1.53 -1.26 2.99 0.009
H -1.76 -2.70 3.96 0.058
H -1.95 -2.81 2.22 0.033
F -4.99 4.03 -5.47 0.161
C -4.08 3.61 -4.61 -0.131
C -2.95 4.37 -4.37 -0.140
F -2.77 5.52 -5.01 0.148
C -2.01 3.92 -3.47 -0.245
F -0.91 4.66 -3.27 0.065
C -2.17 2.72 -2.78 -0.489
Se -0.88 2.16 -1.54 0.812
C -3.31 1.97 -3.05 -0.248
F -3.51 0.80 -2.42 0.020
C -4.27 2.40 -3.95 -0.142
F -5.35 1.67 -4.19 0.145
C 6.44 3.12 -3.78 -0.067
C 5.03 3.60 -4.03 -0.211
N 4.09 2.50 -3.76 0.034
C 2.88 2.56 -3.22 -0.638
S 2.26 1.08 -2.50 0.882
N 2.11 3.62 -3.16 0.052
C 2.17 4.88 -3.94 -0.199
C 2.44 6.08 -3.05 -0.057
H 7.14 3.91 -4.02 0.089
H 6.69 2.27 -4.42 0.084
H 6.58 2.84 -2.74 0.085
H 4.91 3.92 -5.07 0.123
H 4.78 4.43 -3.37 0.109
H 4.46 1.57 -3.86 0.126
H 1.30 3.54 -2.55 0.072
H 1.21 4.97 -4.43 0.117
H 2.92 4.76 -4.72 0.107
H 1.67 6.18 -2.29 0.083
H 2.44 6.98 -3.65 0.090
H 3.40 6.00 -2.54 0.071
O 0.42 1.59 -4.35 -0.045
N 0.50 1.04 -3.33 -0.405